# 1
{"formula": "C25H55N5O25S5", "method": "ωB97M-V/def2-TZVPD", "species": ["C", "C", "O", "N", "C", "H", "H", "H", "H", "H", "H", "H", "C", "C", "O", "N", "C", "H", "H", "H", "H", "H", "H", "H", "C", "C", "O", "N", "C", "H", "H", "H", "H", "H", "H", "H", "C", "C", "O", "N", "C", "H", "H", "H", "H", "H", "H", "H", "C", "C", "O", "N", "C", "H", "H", "H", "H", "H", "H", "H", "C", "C", "O", "S", "O", "O", "O", "H", "H", "H", "H", "C", "C", "O", "S", "O", "O", "O", "H", "H", "H", "H", "C", "C", "O", "S", "O", "O", "O", "H", "H", "H", "H", "C", "C", "O", "S", "O", "O", "O", "H", "H", "H", "H", "C", "C", "O", "S", "O", "O", "O", "H", "H", "H", "H"], "xyz": [[-3.5812, -1.7320, 3.0374], [-4.3577, -0.9943, 4.1076], [-3.8844, 0.0506, 4.5358], [-5.5468, -1.5017, 4.4914], [-6.5031, -0.9839, 5.4314], [-3.7294, -1.3927, 2.0138], [-3.8594, -2.7953, 3.0342], [-2.5141, -1.7744, 3.2401], [-5.7389, -2.3928, 4.0632], [-6.2096, -0.0549, 5.9089], [-6.5915, -1.7490, 6.2096], [-7.5053, -0.8657, 5.0164], [-2.8809, 2.3643, -1.0447], [-2.9310, 2.0643, -2.5403], [-2.2160, 1.1835, -3.0122], [-3.7947, 2.8054, -3.2641], [-4.0744, 2.4780, -4.6402], [-3.4112, 3.2817, -0.7984], [-1.8374, 2.4174, -0.7365], [-3.2954, 1.4882, -0.5442], [-4.4244, 3.3553, -2.7074], [-4.9275, 3.0455, -4.9977], [-4.2534, 1.4021, -4.7181], [-3.2137, 2.6394, -5.2914], [-1.4305, 0.0289, -6.6625], [-0.2836, -0.4091, -5.7834], [0.4374, -1.3139, -6.1860], [-0.1070, 0.2539, -4.6276], [1.0301, 0.1778, -3.7163], [-1.4431, 1.0729, -6.9763], [-2.4265, -0.1799, -6.2555], [-1.3803, -0.5900, -7.5567], [-0.9323, 0.7133, -4.2492], [1.9636, 0.5049, -4.1544], [1.0625, -0.8222, -3.2707], [0.6940, 0.7414, -2.8419], [5.9605, 2.7472, 4.5554], [5.4026, 3.6420, 3.4948], [5.9577, 4.6813, 3.1732], [4.2323, 3.3081, 2.8663], [3.3902, 2.1867, 3.2051], [6.7972, 3.2812, 5.0034], [6.3433, 1.8122, 4.1485], [5.2793, 2.5976, 5.3944], [3.8475, 3.9711, 2.2160], [3.5462, 1.2835, 2.6091], [2.3349, 2.4453, 3.0945], [3.4339, 1.8738, 4.2512], [3.1440, -2.0530, -1.3127], [3.8046, -0.7435, -1.6927], [4.0593, -0.4315, -2.8402], [4.0134, 0.1097, -0.6594], [4.5491, 1.4441, -0.8566], [3.7083, -2.9442, -1.5954], [2.1764, -2.1764, -1.7896], [3.0718, -2.1313, -0.2282], [3.6665, -0.0746, 0.2652], [4.6440, 1.9248, 0.1130], [3.9923, 1.9609, -1.6336], [5.5543, 1.4308, -1.2898], [3.3006, -4.6113, 1.9105], [2.4920, -5.6709, 2.6696], [1.2184, -5.7063, 2.0706], [0.9939, -4.4839, 1.0213], [-0.1365, -3.6983, 1.4126], [1.2108, -4.9034, -0.3337], [2.3329, -3.6707, 1.5142], [3.7514, -5.0258, 1.0021], [4.0778, -4.2324, 2.5704], [2.4224, -5.4063, 3.7274], [2.9701, -6.6474, 2.5819], [-0.7667, -0.8639, -1.2826], [-1.7769, -0.6196, -0.1595], [-1.0656, 0.1544, 0.8654], [0.4405, 0.4608, 0.3655], [1.4540, 0.3563, 1.3913], [0.4027, 1.6426, -0.4646], [0.4569, -0.8815, -0.5658], [-0.7034, -0.1208, -2.0795], [-0.8474, -1.8453, -1.7491], [-2.0078, -1.5277, 0.3921], [-2.6469, -0.0565, -0.4796], [-2.9097, -1.6997, -3.8860], [-4.0535, -1.4259, -4.8709], [-5.2124, -1.2984, -4.0440], [-4.9089, -1.5623, -2.4833], [-5.8959, -2.3793, -1.8669], [-4.5493, -0.2949, -1.8878], [-3.5410, -2.3703, -2.7858], [-2.5148, -0.7462, -3.5321], [-2.1356, -2.3709, -4.2460], [-4.2141, -2.2310, -5.5869], [-3.8729, -0.5098, -5.4290], [1.2010, -2.5598, 4.5058], [0.3558, -1.3275, 4.1415], [-0.7038, -1.3021, 5.0702], [-0.7130, -2.5939, 6.0690], [-2.0097, -3.1717, 6.0728], [-0.0773, -2.2462, 7.3003], [0.2951, -3.4631, 5.1095], [2.0176, -2.3394, 5.1978], [1.6266, -3.0269, 3.6220], [0.0645, -1.3127, 3.0924], [1.0137, -0.4640, 4.2648], [1.5141, 5.5876, -2.1528], [1.2500, 4.5711, -1.0498], [2.5022, 3.8857, -0.9041], [3.7190, 4.9210, -1.0844], [4.8433, 4.2998, -1.6987], [3.8486, 5.6527, 0.1495], [2.9129, 5.8453, -2.1452], [1.0593, 6.5437, -1.8961], [1.1447, 5.2033, -3.1022], [0.4643, 3.8533, -1.2606], [1.0941, 5.0279, -0.0695]], "total_charge": 0, "lumo_energy_ev": -0.01, "e_above_lowest_ev": 0.000, "e_tot_ev": -139627.934, "orbital_gap_ev": 9.27}

***

# 2
{"formula": "C22H41BrN7O8PSi", "method": "ωB97M-V/def2-TZVPD", "species": ["C", "Si", "C", "C", "O", "C", "C", "C", "O", "C", "Br", "P", "O", "C", "N", "O", "C", "C", "O", "N", "O", "C", "C", "O", "O", "H", "H", "H", "H", "H", "H", "H", "H", "H", "H", "H", "H", "H", "H", "H", "H", "H", "H", "H", "H", "H", "H", "H", "H", "H", "H", "C", "C", "N", "H", "H", "H", "C", "C", "N", "H", "H", "H", "C", "C", "N", "H", "H", "H", "C", "C", "N", "H", "H", "H", "C", "C", "N", "H", "H", "H"], "xyz": [[-0.6628, 3.5768, -0.0649], [0.1508, 2.2524, 0.9941], [1.6049, 3.0048, 1.8741], [-1.1543, 1.6114, 2.1718], [0.6891, 1.0814, -0.0657], [1.1135, -0.1658, 0.4949], [0.7423, -1.3511, -0.4138], [-0.4282, -2.1897, 0.1214], [-1.3765, -2.5761, -0.8894], [-2.4915, -1.7621, -1.0864], [-3.6057, -2.7329, -2.3679], [-3.5975, -1.7602, 0.4076], [-3.7992, -3.1093, 0.9854], [-2.1550, -0.3661, -1.6534], [-3.3262, 0.5127, -1.5021], [-1.8115, -0.5308, -3.0000], [-1.0362, 0.4988, -3.6130], [0.1911, -0.1173, -4.3032], [1.3558, 0.0452, -3.4854], [2.3310, 0.8944, -4.1406], [2.4716, 1.8859, -3.5599], [-1.8831, 1.2774, -4.6276], [-2.1753, 0.5083, -5.8974], [-1.8286, 0.8904, -6.9887], [-2.7644, -0.7045, -5.7300], [-1.5482, 3.9665, 0.4450], [0.0106, 4.4032, -0.2917], [-1.0184, 3.1515, -1.0087], [2.3504, 3.2614, 1.1181], [2.0086, 2.2926, 2.5859], [1.2724, 3.9146, 2.3821], [-0.7262, 0.9123, 2.8911], [-1.9679, 1.0871, 1.6626], [-1.5911, 2.4465, 2.7217], [0.6784, -0.3072, 1.4919], [2.1968, -0.1370, 0.6402], [1.6288, -1.9761, -0.5303], [0.4747, -0.9899, -1.4010], [-0.0692, -3.1314, 0.5395], [-0.9090, -1.6549, 0.9456], [-2.9526, -0.8805, 1.3032], [-4.7581, -1.0747, 0.0541], [-1.3174, 0.0524, -1.0890], [-3.2178, 1.0879, -0.6736], [-3.3998, 1.1410, -2.2891], [-0.6609, 1.2088, -2.8704], [0.3687, 0.3628, -5.2705], [0.0153, -1.1795, -4.4798], [-2.8261, 1.6056, -4.1818], [-1.3407, 2.1751, -4.9312], [-3.5423, -0.6352, -5.1610], [5.7505, 2.4174, -4.5383], [6.7360, 3.1390, -3.7443], [7.5148, 3.7073, -3.1142], [5.0990, 1.8455, -3.8829], [5.1475, 3.1198, -5.1099], [6.2547, 1.7389, -5.2236], [5.7070, 1.9659, 4.3463], [4.8046, 1.5492, 3.2818], [4.0957, 1.2360, 2.4301], [5.4080, 1.5075, 5.2871], [6.7224, 1.6537, 4.1108], [5.6830, 3.0493, 4.4482], [2.0406, 2.4633, 6.8863], [1.2190, 2.0722, 5.7494], [0.5678, 1.7575, 4.8534], [1.6908, 1.9581, 7.7842], [3.0774, 2.1876, 6.7052], [1.9778, 3.5396, 7.0344], [-2.3786, -5.8864, -0.5363], [-2.7821, -7.2807, -0.4121], [-3.1011, -8.3835, -0.3140], [-3.2468, -5.2596, -0.7233], [-1.9037, -5.5540, 0.3844], [-1.6772, -5.7754, -1.3612], [-3.6170, -4.2117, 4.1701], [-2.8392, -3.8592, 5.3504], [-2.2205, -3.5710, 6.2788], [-4.4410, -4.8654, 4.4491], [-4.0155, -3.3150, 3.7014], [-2.9868, -4.7228, 3.4459]], "total_charge": 0, "lumo_energy_ev": -0.65, "e_tot_ev": -137495.066, "orbital_gap_ev": 9.28}

***

# 3
{"formula": "C4H12MgN3", "method": "ωB97M-V/def2-TZVPD", "species": ["C", "Mg", "N", "H", "H", "H", "H", "H", "H", "H", "H", "N", "C", "C", "C", "N", "H", "H", "H", "H"], "xyz": [[2.6488, -1.4465, -0.0052], [0.0000, 0.0000, 0.0000], [-1.6765, 1.1482, -0.3558], [-0.3657, -0.7244, -1.3353], [-2.5229, 0.6214, -0.0946], [2.1225, -0.6001, -0.4694], [3.1264, -2.0992, -0.7495], [1.9460, -2.0543, 0.5938], [3.5931, -0.9567, 0.4875], [-1.7162, 2.0459, 0.1461], [-1.7604, 1.3602, -1.3614], [-1.3349, -0.3237, 2.6868], [-1.1899, -0.7243, 3.9612], [0.0861, -1.2167, 4.1189], [0.6818, -1.0827, 2.8808], [-0.2102, -0.5422, 2.0242], [-2.1917, 0.1041, 2.2734], [-1.9561, -0.6530, 4.7224], [0.5301, -1.6112, 5.0231], [1.6985, -1.3515, 2.6471]], "total_charge": -1, "lumo_energy_ev": [2.88, 2.88], "e_tot_ev": -14254.332, "orbital_gap_ev": [2.68, 2.68]}

***

# 4
{"formula": "C4H3F3", "method": "ωB97M-V/def2-TZVPD", "species": ["C", "C", "C", "C", "F", "F", "F", "H", "H", "H"], "xyz": [[-2.0970, -0.4802, -0.0262], [2.4083, 0.7411, -0.3828], [-0.9144, 0.1524, 0.1271], [0.3898, -0.4237, 0.4503], [3.4230, -0.0012, -0.1007], [-1.0519, 1.4977, 0.0038], [0.4724, -1.7691, 0.1146], [-2.9167, 0.0968, -0.3185], [-2.3590, -1.4942, 0.0718], [2.6455, 1.6803, 0.0607]], "total_charge": 0, "lumo_energy_ev": [-1.34, -1.25], "e_above_lowest_ev": 6.469, "e_tot_ev": -12341.138, "orbital_gap_ev": [7.19, 7.67]}

***

# 5
{"formula": "C4H12N2", "method": "ωB97M-V/def2-TZVPD", "species": ["C", "N", "C", "N", "H", "H", "H", "H", "H", "H", "C", "C", "H", "H", "H", "H", "H", "H"], "xyz": [[-1.2807, 1.3824, 1.0296], [-0.1339, 1.9356, 0.2364], [1.0124, 1.9617, 0.8266], [1.2877, 1.3932, 2.1138], [-1.7618, 0.5838, 0.4458], [-2.0057, 2.2268, 1.1247], [-1.1100, 1.0631, 2.0607], [1.9982, 2.2619, 0.4098], [2.0044, 0.7103, 1.9099], [1.8294, 2.1008, 2.6355], [0.4660, -2.0906, -1.3334], [-0.8900, -1.7615, -1.9170], [1.3052, -2.0321, -2.0680], [0.3739, -3.1057, -0.8973], [0.6212, -1.5035, -0.4213], [-1.3125, -2.6327, -2.4529], [-1.4916, -1.5237, -1.0175], [-0.9123, -0.9698, -2.6855]], "total_charge": 0, "lumo_energy_ev": 0.89, "e_above_lowest_ev": 1.672, "e_tot_ev": -7321.357, "smiles": "C/N=C\\N.CC", "orbital_gap_ev": 10.70}

***

Number 1 is which compound?
C25H55N5O25S5

***

Number 3 is which compound?
C4H12MgN3